(1)
C33H50ClGdP | ωB97M-V/def2-TZVPD

Total energy in Ha: -2854.31017
2S+1: 8
E_HOMO (spin up / spin down) in Eh: 0.009 / -0.169
ΔE to the lowest compared entry with this formula, charge and spin in kJ/mol: 439.10
Charge: -1
Molar mass in g mol⁻¹: 670.44

Geometry as XYZ:
```
86
C33H50ClGdP | the OMol25 dataset | ωB97M-V/def2-TZVPD
Gd 3.21 1.13 2.37
P -0.34 0.32 -1.16
Cl 2.20 3.17 1.38
C -1.18 -0.39 0.32
H -0.57 -0.01 1.17
H -2.16 0.11 0.38
C 1.49 0.61 -1.04
C -1.03 2.05 -1.24
C 2.13 0.72 -2.43
H 1.52 1.61 -0.55
C 3.58 1.18 -2.33
H 2.09 -0.26 -2.92
H 1.58 1.41 -3.08
C 4.41 0.24 -1.47
H 4.00 1.27 -3.34
H 3.59 2.18 -1.88
C 3.77 0.16 -0.06
H 4.49 -0.76 -1.92
H 5.43 0.63 -1.37
C 2.31 -0.32 -0.13
H 4.35 -0.49 0.62
H 3.80 1.24 0.28
H 2.24 -1.35 -0.49
H 1.82 -0.35 0.87
C -0.81 -0.72 -2.61
C -2.54 2.09 -1.51
H -0.84 2.39 -0.21
C -3.09 3.53 -1.44
H -2.76 1.66 -2.50
H -3.08 1.48 -0.78
C -2.32 4.49 -2.36
H -4.15 3.51 -1.71
H -3.02 3.88 -0.41
C -0.80 4.42 -2.17
H -2.57 4.26 -3.40
H -2.67 5.51 -2.18
C -0.25 2.99 -2.18
H -0.31 5.00 -2.97
H -0.53 4.90 -1.21
H -0.29 2.61 -3.21
H 0.81 3.05 -1.90
C -0.01 -2.03 -2.70
H -1.86 -0.98 -2.38
C -0.67 -2.97 -3.71
H 1.02 -1.81 -3.01
H 0.03 -2.52 -1.73
C -0.81 -2.33 -5.09
H -0.08 -3.89 -3.77
H -1.66 -3.25 -3.32
C -1.41 -0.91 -5.05
H 0.18 -2.28 -5.56
H -1.44 -2.97 -5.72
C -0.81 -0.01 -3.97
H -1.29 -0.44 -6.03
H -2.50 -0.99 -4.87
H 0.22 0.26 -4.25
H -1.38 0.93 -3.93
C 0.00 -2.56 0.76
C -1.35 -1.87 0.48
H 0.71 -2.66 -0.07
C -2.34 -2.09 1.65
H -1.78 -2.30 -0.44
C -1.63 -1.92 2.99
H -3.19 -1.40 1.57
H -2.73 -3.11 1.58
C -0.61 -3.03 3.18
H -1.09 -0.96 3.04
H -2.36 -1.92 3.81
C 0.46 -2.96 2.06
H -0.13 -2.96 4.17
H -1.12 -4.00 3.11
H 1.22 -2.23 2.41
H 0.97 -3.93 1.96
C 1.30 0.10 2.87
C 0.99 -0.05 4.07
C 0.59 -0.21 5.41
C -0.65 0.33 5.82
C -1.02 0.26 7.17
C -0.17 -0.34 8.11
C 1.06 -0.89 7.69
C 1.44 -0.83 6.35
H -1.29 0.81 5.08
H -1.97 0.70 7.48
H -0.44 -0.36 9.16
H 1.72 -1.35 8.42
H 2.40 -1.23 6.01
```


(2)
C33H51N5PbSe3 | ωB97M-V/def2-TZVPD

Total energy in Ha: -8958.43853
E_HOMO (spin up / spin down) in Eh: -0.457 / -0.458
ΔE to the lowest compared entry with this formula, charge and spin in kJ/mol: 44.03
Charge: +2
Molar mass in g mol⁻¹: 961.89

Geometry as XYZ:
```
93
C33H51N5PbSe3 | the OMol25 dataset | ωB97M-V/def2-TZVPD
Pb -0.65 0.68 -0.42
C -3.42 1.42 -2.27
C -2.30 1.25 -3.29
N -1.31 0.27 -2.84
C -1.74 -1.13 -2.98
C -2.55 -1.63 -1.82
C -3.36 -2.75 -1.95
C -4.05 -3.19 -0.83
C -3.93 -2.50 0.37
C -3.09 -1.39 0.41
C -2.89 -0.63 1.70
N -2.22 0.66 1.55
C -3.11 1.81 1.45
C -3.83 1.81 0.11
N -2.87 1.84 -0.99
N -2.41 -1.00 -0.66
H -3.94 0.47 -2.14
H -4.15 2.15 -2.65
H -1.79 2.21 -3.43
H -2.74 0.96 -4.26
H -0.49 0.39 -3.41
H -0.83 -1.74 -3.02
H -2.29 -1.29 -3.91
H -3.44 -3.25 -2.89
H -4.69 -4.06 -0.90
H -4.47 -2.83 1.24
H -2.26 -1.27 2.34
H -3.86 -0.51 2.21
H -1.58 0.79 2.32
H -2.50 2.71 1.55
H -3.85 1.82 2.25
H -4.52 2.65 0.06
H -4.43 0.89 0.03
H -2.51 2.78 -1.08
C -0.78 -1.40 4.78
Se 0.35 -1.34 3.18
C 1.77 -0.17 3.86
C 1.37 1.26 4.11
Se 0.86 2.21 2.45
C 0.44 3.92 3.30
H -0.15 -1.66 5.63
H -1.53 -2.17 4.64
H -1.27 -0.45 4.94
H 2.56 -0.23 3.11
H 2.13 -0.63 4.78
H 2.22 1.81 4.51
H 0.54 1.34 4.81
H -0.46 3.82 3.90
H 0.28 4.65 2.51
H 1.28 4.22 3.92
C 3.81 3.21 -2.80
N 3.04 2.14 -2.22
C 3.09 1.97 -0.80
C 1.77 1.85 -2.82
C 0.76 2.92 -2.43
C 0.65 4.05 -3.25
C -0.02 5.17 -2.79
C -0.54 5.20 -1.50
C -0.51 4.05 -0.72
C 0.10 2.92 -1.22
H 4.83 3.16 -2.43
H 3.41 4.20 -2.55
H 3.82 3.11 -3.88
H 4.05 2.33 -0.42
H 2.98 0.92 -0.56
H 2.28 2.52 -0.29
H 1.45 0.87 -2.44
H 1.88 1.81 -3.90
H 1.10 4.05 -4.23
H -0.11 6.04 -3.43
H -0.97 6.10 -1.11
H -0.96 4.06 0.27
C 3.81 -6.63 1.07
C 3.11 -5.35 0.80
C 1.76 -5.31 0.43
C 1.15 -4.13 0.07
C -0.29 -4.11 -0.31
C 1.91 -2.94 0.07
Se 1.25 -1.40 -0.82
C 3.23 -2.93 0.55
C 4.04 -1.67 0.67
C 3.80 -4.14 0.89
H 3.13 -7.48 1.02
H 4.28 -6.61 2.06
H 4.60 -6.77 0.34
H 1.19 -6.23 0.41
H -0.75 -5.08 -0.16
H -0.40 -3.83 -1.36
H -0.83 -3.38 0.29
H 3.40 -0.82 0.90
H 4.56 -1.46 -0.27
H 4.79 -1.78 1.44
H 4.83 -4.16 1.22
```


(3)
C33H52BBr2O27S5 | ωB97M-V/def2-TZVPD

Total energy in Ha: -10483.70668
2S+1: 2
E_HOMO (spin up / spin down) in Eh: -0.373 / -0.373
Charge: 0
Molar mass in g mol⁻¹: 1211.71

Geometry as XYZ:
```
120
C33H52BBr2O27S5 | the OMol25 dataset | ωB97M-V/def2-TZVPD
O -1.08 -0.97 -4.33
C -0.42 -1.19 -3.33
O -0.64 -0.68 -2.20
B 0.26 -1.25 -1.21
O 1.21 -1.99 -2.01
C 0.92 -1.96 -3.29
O 1.52 -2.39 -4.26
O -0.48 -2.06 -0.25
C -0.07 -1.76 0.97
O -0.35 -2.25 2.06
C 0.79 -0.44 0.82
O 1.01 -0.24 -0.44
O 1.32 0.20 1.76
Br 6.14 -2.99 -0.52
C 4.21 -2.46 -0.26
C 3.45 -3.77 0.05
Br 3.27 -5.07 -1.42
H 3.88 -1.82 -1.08
H 4.28 -1.74 0.55
H 2.45 -3.41 0.28
H 3.82 -4.31 0.92
O -1.05 2.14 4.20
S -0.86 2.79 2.90
O 0.44 3.34 2.56
O -1.26 1.64 1.72
C -2.38 0.75 1.82
C -2.82 0.54 0.40
C -2.09 4.07 2.64
H -3.23 1.12 2.39
H -2.00 -0.18 2.24
H -2.05 0.13 -0.26
H -3.05 1.47 -0.11
H -3.68 -0.13 0.41
H -1.98 4.87 3.37
H -3.06 3.61 2.79
H -2.07 4.48 1.63
O -5.89 -2.64 -2.96
S -5.79 -1.18 -3.03
O -6.68 -0.39 -3.81
O -5.74 -0.63 -1.45
C -6.66 -1.01 -0.43
C -6.05 -1.94 0.61
C -4.05 -0.69 -3.47
H -7.53 -1.50 -0.87
H -7.01 -0.11 0.07
H -6.94 -2.45 0.99
H -5.38 -1.57 1.38
H -5.37 -2.68 0.18
H -4.05 0.38 -3.25
H -3.90 -0.99 -4.51
H -3.38 -1.26 -2.83
O 4.84 1.27 0.92
S 4.01 2.53 0.88
O 3.29 3.05 2.06
O 4.88 3.79 0.37
C 6.24 3.58 -0.09
C 6.53 4.53 -1.26
C 2.99 2.42 -0.58
H 6.19 2.56 -0.48
H 7.10 3.61 0.58
H 6.01 4.33 -2.19
H 7.56 4.28 -1.50
H 6.48 5.60 -1.04
H 3.54 1.74 -1.23
H 2.86 3.37 -1.10
H 2.08 1.93 -0.24
O 2.00 2.68 6.83
S 2.51 2.50 5.46
O 2.32 3.53 4.46
O 4.16 2.14 5.57
C 4.62 1.81 6.92
C 6.15 1.44 6.89
C 1.89 0.87 4.97
H 4.14 0.97 7.43
H 4.51 2.66 7.59
H 6.49 1.18 7.89
H 6.77 2.22 6.45
H 6.31 0.54 6.29
H 2.19 0.21 5.78
H 2.26 0.49 4.01
H 0.81 0.81 4.89
O -0.50 -5.92 5.08
S -1.62 -5.20 4.58
O -3.00 -5.35 5.05
O -1.30 -3.61 4.71
C -2.39 -2.61 4.60
C -2.41 -1.97 6.02
C -1.76 -5.32 2.73
H -3.38 -3.04 4.51
H -2.29 -1.77 3.90
H -3.41 -1.57 6.19
H -1.65 -1.20 6.15
H -2.28 -2.57 6.92
H -0.71 -5.43 2.45
H -2.27 -4.49 2.24
H -2.21 -6.30 2.59
C -1.58 5.24 -3.47
C -1.02 5.14 -2.25
C -0.33 3.93 -1.65
O 0.28 3.92 -0.61
C -0.63 2.76 -2.38
C -1.19 2.76 -3.60
C -1.69 3.98 -4.29
O -2.11 3.94 -5.46
H -2.01 6.13 -3.90
H -1.15 6.06 -1.68
H -0.24 1.81 -2.04
H -1.29 1.78 -4.03
C -0.77 -3.72 -7.95
C -0.25 -2.51 -7.61
C -0.16 -1.39 -8.54
O 0.34 -0.32 -8.18
C -0.51 -1.79 -9.91
C -0.97 -3.01 -10.17
C -1.17 -4.05 -9.29
O -1.61 -5.16 -9.60
H -0.84 -4.48 -7.20
H 0.08 -2.34 -6.60
H -0.43 -1.13 -10.76
H -1.26 -3.24 -11.19
```


(4)
C33H52ClGe2INO4P2Sn | ωB97M-V/def2-TZVPD

Total energy in Ha: -7452.64679
E_HOMO in Eh: -0.368
ΔE to the lowest compared entry with this formula, charge and spin in kJ/mol: 0.00
Charge: +1
Molar mass in g mol⁻¹: 1015.02

Geometry as XYZ:
```
97
C33H52ClGe2INO4P2Sn | the OMol25 dataset | ωB97M-V/def2-TZVPD
Sn 0.10 -1.91 -0.30
C 0.65 -3.90 2.56
C 1.88 -3.33 2.23
C 2.13 -2.00 2.54
C 1.16 -1.24 3.20
C -0.06 -1.82 3.53
C -0.31 -3.14 3.21
H 0.47 -4.95 2.36
H 2.65 -3.93 1.76
H 3.09 -1.55 2.30
H 1.37 -0.21 3.46
H -0.80 -1.23 4.05
H -1.26 -3.59 3.49
C -4.51 2.96 -0.20
C -3.45 1.91 -0.51
Ge -1.90 2.02 0.69
C -2.14 0.69 2.12
C -3.51 0.80 2.80
C -1.54 3.83 1.38
C -0.31 4.17 0.96
Ge 0.34 2.59 -0.06
C 0.68 2.92 -1.97
C 1.70 4.00 -2.29
C 1.81 1.57 0.79
C 3.22 2.16 0.78
C 0.36 5.47 1.21
C 1.71 5.63 0.87
C 2.37 6.83 1.11
C 1.69 7.89 1.68
C 0.35 7.75 2.01
C -0.31 6.55 1.78
H -5.37 2.87 -0.87
H -4.11 3.97 -0.32
H -4.88 2.88 0.82
H -3.11 1.99 -1.55
H -3.88 0.90 -0.41
H -1.34 0.82 2.85
H -2.02 -0.31 1.68
H -3.64 1.78 3.26
H -3.65 0.05 3.58
H -4.32 0.67 2.08
H -2.17 4.49 1.97
H -0.29 3.17 -2.41
H 0.96 1.97 -2.42
H 1.40 4.97 -1.89
H 1.82 4.12 -3.37
H 2.69 3.78 -1.88
H 1.81 0.59 0.30
H 1.49 1.38 1.82
H 3.55 2.42 -0.22
H 3.95 1.46 1.20
H 3.27 3.06 1.38
H 2.24 4.81 0.40
H 3.41 6.93 0.84
H 2.20 8.83 1.86
H -0.19 8.58 2.45
H -1.36 6.47 2.03
C 4.22 -1.85 -0.55
P 2.69 -1.66 -1.53
C 3.02 -0.19 -2.54
C 2.77 -3.03 -2.75
C 2.39 -4.37 -2.11
P 0.73 -4.40 -1.34
C 0.82 -5.91 -0.33
C -0.41 -4.88 -2.67
H 5.09 -1.89 -1.20
H 4.18 -2.76 0.05
H 4.32 -1.00 0.12
H 3.96 -0.29 -3.07
H 3.07 0.69 -1.89
H 2.21 -0.05 -3.25
H 3.78 -3.09 -3.17
H 2.09 -2.77 -3.56
H 3.10 -4.64 -1.33
H 2.43 -5.18 -2.85
H 1.12 -6.75 -0.95
H -0.16 -6.13 0.11
H 1.54 -5.79 0.48
H -0.11 -5.84 -3.09
H -0.42 -4.12 -3.45
H -1.42 -4.97 -2.27
O -0.17 -1.90 -2.52
Cl -0.86 -0.70 -3.15
O 0.04 -0.16 -4.10
O -2.06 -1.17 -3.74
O -1.11 0.20 -2.06
I -6.17 -1.22 -1.46
C -4.67 -2.42 -0.68
C -4.96 -3.58 0.01
C -3.91 -4.34 0.51
C -2.61 -3.89 0.30
N -2.33 -2.78 -0.37
C -3.34 -2.05 -0.85
H -5.98 -3.90 0.16
H -4.09 -5.25 1.07
H -1.77 -4.44 0.70
H -3.08 -1.14 -1.38
```


(5)
C33H52ClGe2INO4P2Sn | ωB97M-V/def2-TZVPD

Total energy in Ha: -7452.64620
E_HOMO in Eh: -0.368
ΔE to the lowest compared entry with this formula, charge and spin in kJ/mol: 1.54
Charge: +1
Molar mass in g mol⁻¹: 1015.02

Geometry as XYZ:
```
97
C33H52ClGe2INO4P2Sn | the OMol25 dataset | ωB97M-V/def2-TZVPD
Sn -0.81 0.13 0.06
C -0.17 2.95 1.97
C -0.06 1.85 2.82
C 1.08 1.05 2.77
C 2.10 1.36 1.88
C 1.99 2.45 1.04
C 0.85 3.25 1.08
H -1.03 3.60 2.03
H -0.83 1.64 3.55
H 1.18 0.21 3.44
H 2.99 0.74 1.85
H 2.79 2.69 0.35
H 0.77 4.11 0.43
C 2.76 -1.12 -5.39
C 1.78 -0.97 -4.22
Ge 2.67 -1.03 -2.47
C 2.86 0.82 -1.83
C 3.55 1.73 -2.84
C 4.36 -2.03 -2.46
C 4.22 -3.04 -1.57
Ge 2.37 -2.83 -0.87
C 1.15 -4.32 -1.29
C 1.57 -5.69 -0.77
C 2.24 -2.26 1.02
C 2.56 -3.27 2.12
C 5.24 -4.05 -1.23
C 5.06 -4.88 -0.13
C 6.00 -5.83 0.23
C 7.16 -5.97 -0.53
C 7.36 -5.16 -1.64
C 6.41 -4.21 -1.98
H 2.25 -1.06 -6.35
H 3.29 -2.08 -5.34
H 3.52 -0.33 -5.37
H 1.02 -1.75 -4.27
H 1.26 -0.01 -4.30
H 3.41 0.80 -0.88
H 1.86 1.21 -1.60
H 4.56 1.37 -3.06
H 3.64 2.75 -2.48
H 3.01 1.75 -3.79
H 5.28 -1.87 -3.02
H 1.05 -4.34 -2.37
H 0.16 -4.05 -0.91
H 2.53 -6.00 -1.19
H 0.84 -6.46 -1.05
H 1.67 -5.72 0.31
H 1.21 -1.88 1.15
H 2.89 -1.38 1.12
H 1.96 -4.18 2.03
H 2.37 -2.86 3.12
H 3.61 -3.56 2.09
H 4.15 -4.79 0.46
H 5.84 -6.47 1.09
H 7.90 -6.71 -0.26
H 8.25 -5.27 -2.23
H 6.57 -3.59 -2.86
C -1.24 -1.77 3.69
P -1.68 -1.87 1.93
C -1.37 -3.61 1.51
C -3.51 -1.75 1.92
C -3.98 -0.32 2.14
P -3.31 0.92 0.96
C -3.59 2.48 1.85
C -4.51 1.01 -0.40
H -1.78 -2.53 4.27
H -1.47 -0.79 4.09
H -0.17 -1.95 3.81
H -1.89 -4.27 2.21
H -0.30 -3.82 1.55
H -1.73 -3.81 0.49
H -3.92 -2.41 2.69
H -3.85 -2.13 0.95
H -3.70 0.03 3.14
H -5.07 -0.25 2.09
H -4.64 2.55 2.15
H -3.37 3.33 1.20
H -2.96 2.55 2.73
H -5.49 1.25 0.00
H -4.54 0.05 -0.92
H -4.20 1.78 -1.11
O -2.40 -1.09 -0.93
Cl -2.01 -1.97 -2.11
O -2.32 -3.31 -1.74
O -2.76 -1.52 -3.23
O -0.60 -1.77 -2.28
I -0.80 1.59 -6.20
C -1.16 2.24 -4.26
C -1.46 3.56 -3.98
C -1.68 3.94 -2.66
C -1.59 2.97 -1.68
N -1.31 1.69 -1.94
C -1.09 1.33 -3.21
H -1.52 4.29 -4.78
H -1.91 4.96 -2.41
H -1.73 3.23 -0.63
H -0.84 0.29 -3.39
```